(1)
A 14-piece molecular cluster, C3H32NO15S overall in a non-equilibrium geometry, computed with wB97M-V/def2-TZVPD.

Geometry as ORCA input:
```
! wB97M-V def2-TZVPD RIJCOSX def2/J DEFGRID3
* xyz -2 2
O -0.36 -1.75 -0.30
C -1.35 -1.01 -0.27
O -2.53 -1.37 -0.41
C -1.06 0.51 -0.03
C -2.22 1.20 0.69
S -2.37 0.72 2.45
N 0.20 0.67 0.72
H -1.01 1.01 -1.07
H -2.07 2.32 0.62
H -3.19 0.93 0.17
H -1.36 1.47 2.94
H 1.02 0.65 0.04
H 0.30 -0.13 1.34
H -3.87 -3.19 1.48
H -3.05 -2.86 0.25
O -3.32 -3.61 0.82
H -0.22 3.64 -3.10
H -0.91 2.28 -2.81
O -0.67 3.16 -2.42
H -1.87 0.29 -3.25
H -0.40 0.15 -3.18
O -1.03 0.78 -3.52
H 4.27 0.73 0.42
H 3.51 1.56 1.36
O 3.98 1.61 0.53
H -3.13 -0.87 -1.96
H -4.02 0.31 -2.48
O -3.37 -0.31 -2.74
H 4.40 -1.22 -0.83
H 3.56 -1.30 0.54
O 4.45 -1.00 0.17
H 1.60 1.72 2.24
H 2.16 0.34 2.63
O 2.32 1.31 2.63
H -0.05 -2.75 2.59
H -0.34 -1.52 3.51
O 0.40 -1.98 3.14
H 0.16 2.89 0.45
H -0.35 3.59 -0.74
O -0.02 3.74 0.14
H 1.18 -1.70 0.40
H 1.68 -1.96 1.89
O 2.00 -1.70 0.99
H -0.48 -3.16 0.77
H -1.68 -3.80 1.33
O -0.72 -3.74 1.49
H 2.88 1.52 -0.70
H 1.79 2.25 -1.46
O 2.18 1.43 -1.40
H 1.46 0.03 -2.01
H 0.59 -1.17 -1.64
O 0.90 -0.71 -2.43
*
```

Summary:
**Highest occupied orbital energy (spin up / spin down)**: 0.0856 / -0.1404 hartree
**Kohn-Sham gap (spin up / spin down)**: 1.31 / 8.26 eV



(2)
One molecule with the formula C4H2O2, computed with wB97M-V/def2-TZVPD.

Geometry as ORCA input:
```
! wB97M-V def2-TZVPD RIJCOSX def2/J DEFGRID3
* xyz 0 1
O -0.92 2.45 0.98
C -0.21 1.66 0.53
C 0.80 0.93 0.08
C 0.86 -0.34 -0.32
C -0.44 -1.11 -0.27
O -0.59 -2.08 0.43
H 1.77 -0.86 -0.60
H -1.27 -0.64 -0.82
*
```

Summary:
**SMILES string**: O=C=C=CC=O
**Highest occupied orbital energy**: -0.3519 hartree
**Kohn-Sham gap**: 8.36 eV
**ΔE to the lowest compared entry with this formula, charge and spin**: 0.271 eV



(3)
C22H32BF3N2O7Sn as an isolated structure in a non-equilibrium geometry, computed with wB97M-V/def2-TZVPD.

Geometry as ORCA input:
```
! wB97M-V def2-TZVPD RIJCOSX def2/J DEFGRID3
* xyz 2 1
C -1.41 0.66 -1.26
C -2.17 -0.62 -1.82
B -1.56 -2.05 -1.26
O -2.09 -3.30 -1.62
C -0.33 -1.98 -0.22
C -0.48 -1.89 1.30
C -1.94 -1.86 1.88
C -2.48 -0.37 2.07
O -3.48 -0.19 1.05
C -4.61 0.50 1.45
O -4.68 1.33 2.30
C -5.91 0.16 0.59
C -5.41 -0.32 -0.84
N 0.54 -1.84 2.18
N 1.75 -1.91 1.68
C 2.87 -1.87 2.69
C 3.67 -0.51 2.67
C 2.76 0.78 2.84
C 3.46 1.99 2.05
C 2.33 2.90 1.42
O 2.95 3.72 0.38
C 1.89 4.54 -0.09
C 0.95 4.09 -1.27
O 1.69 5.60 0.45
C 2.17 -2.00 0.38
C 3.65 -2.10 -0.12
O 4.21 -1.17 -0.70
O 4.20 -3.26 0.09
C 1.10 -2.04 -0.69
C 1.48 -2.15 -2.22
C 2.03 -0.73 -2.70
C 1.27 -0.12 -3.93
F 0.66 -1.05 -4.74
F 2.22 0.52 -4.72
F 0.34 0.85 -3.57
H -0.29 0.59 -1.33
H -1.68 0.90 -0.19
H -1.75 1.56 -1.88
H -3.29 -0.57 -1.67
H -1.98 -0.62 -2.95
H -1.70 -3.51 -2.50
H -1.87 -2.33 2.91
H -2.66 -2.52 1.31
H -2.85 -0.29 3.12
H -1.61 0.32 1.85
H -6.59 -0.58 1.07
H -6.41 1.16 0.44
H -4.78 -1.26 -0.75
H -6.27 -0.56 -1.54
H -4.79 0.49 -1.37
H 2.43 -2.00 3.72
H 3.52 -2.78 2.52
H 4.36 -0.54 3.57
H 4.34 -0.39 1.77
H 2.79 1.07 3.93
H 1.72 0.63 2.44
H 4.13 2.58 2.75
H 4.11 1.65 1.20
H 1.92 3.58 2.22
H 1.52 2.27 0.94
H 1.51 3.59 -2.10
H 0.43 5.00 -1.66
H 0.21 3.36 -0.82
H 2.35 -2.87 -2.30
H 0.64 -2.56 -2.83
H 2.06 -0.04 -1.81
H 3.11 -0.86 -3.03
Sn -4.28 1.23 -2.77
*
```

Summary:
**Highest occupied orbital energy**: -0.4806 hartree
**Kohn-Sham gap**: 1.61 eV
**ΔE to the lowest compared entry with this formula, charge and spin**: 3.064 eV



(4)
A 2-piece molecular cluster, C2H8NOS overall in a non-equilibrium geometry, computed with wB97M-V/def2-TZVPD.

Geometry as ORCA input:
```
! wB97M-V def2-TZVPD RIJCOSX def2/J DEFGRID3
* xyz -1 1
C -1.61 -1.31 1.25
S 0.17 -1.40 1.51
H -1.85 -2.07 0.57
H -2.02 -0.37 1.02
H -2.21 -1.51 2.21
N 1.20 0.09 -1.56
C 0.97 1.52 -0.89
O 0.88 1.51 0.52
H 0.34 -0.30 -1.81
H 1.60 -0.60 -0.95
H -0.07 1.75 -1.34
H 1.78 2.20 -1.25
H 0.81 0.49 0.71
*
```

Summary:
**Highest occupied orbital energy**: -0.1003 hartree
**Kohn-Sham gap**: 6.98 eV
**ΔE to the lowest compared entry with this formula, charge and spin**: 1.232 eV



(5)
C45H41F6NO5P2PdS2 as an isolated structure, computed with wB97M-V/def2-TZVPD.

Geometry as ORCA input:
```
! wB97M-V def2-TZVPD RIJCOSX def2/J DEFGRID3
* xyz -2 1
Pd 1.29 -1.03 0.38
C -5.00 2.24 1.83
C -4.10 3.23 1.06
C -4.75 4.61 1.08
C -2.73 3.23 1.74
C -2.32 4.17 2.69
C -1.13 3.97 3.39
C -0.37 2.83 3.18
C -0.72 1.88 2.23
P 0.22 0.28 1.77
C 1.60 0.64 2.97
C 2.65 1.42 2.47
C 3.72 1.78 3.27
C 3.79 1.35 4.59
C 2.76 0.56 5.09
C 1.68 0.22 4.29
C -0.83 -0.83 2.84
C -0.30 -2.08 3.17
C -1.01 -3.00 3.93
C -2.31 -2.71 4.35
C -2.86 -1.48 4.01
C -2.12 -0.55 3.28
C -1.89 2.16 1.50
O -2.24 1.23 0.54
C -2.97 1.69 -0.53
C -2.70 1.11 -1.78
C -3.47 1.54 -2.85
C -4.44 2.52 -2.70
C -4.64 3.11 -1.46
C -3.91 2.70 -0.35
P -1.25 -0.05 -1.85
C -1.57 -0.73 -3.54
C -1.29 -0.10 -4.75
C -1.58 -0.73 -5.96
C -2.14 -2.00 -5.97
C -2.40 -2.64 -4.77
C -2.11 -2.01 -3.56
C 0.02 1.23 -2.23
C -0.09 2.57 -1.86
C 0.95 3.45 -2.10
C 2.11 3.02 -2.72
C 2.23 1.69 -3.09
C 1.21 0.80 -2.83
H -5.11 2.56 2.87
H -4.56 1.24 1.83
H -5.98 2.18 1.36
H -4.89 4.95 2.10
H -5.74 4.57 0.62
H -4.15 5.34 0.54
H -2.92 5.04 2.90
H -0.82 4.70 4.13
H 0.53 2.68 3.77
H 2.63 1.72 1.42
H 4.53 2.37 2.85
H 4.64 1.61 5.21
H 2.81 0.21 6.12
H 0.88 -0.39 4.71
H 0.68 -2.34 2.79
H -0.57 -3.96 4.16
H -2.88 -3.43 4.92
H -3.87 -1.24 4.32
H -2.58 0.40 3.06
H -3.30 1.11 -3.83
H -5.02 2.85 -3.55
H -5.37 3.90 -1.36
H -0.85 0.89 -4.76
H -1.35 -0.23 -6.89
H -2.35 -2.50 -6.91
H -2.82 -3.64 -4.76
H -2.27 -2.53 -2.62
H -0.99 2.93 -1.37
H 0.85 4.49 -1.79
H 2.93 3.71 -2.90
H 3.14 1.34 -3.56
H 1.33 -0.25 -3.08
F 4.67 -3.85 -4.50
C 4.99 -3.31 -3.30
F 4.74 -4.22 -2.36
F 6.31 -3.07 -3.31
S 4.02 -1.76 -3.08
O 2.66 -2.18 -3.23
O 4.55 -0.86 -4.07
N 4.45 -1.45 -1.62
S 4.56 -0.08 -0.86
O 5.45 0.88 -1.46
O 3.32 0.40 -0.33
C 5.50 -0.75 0.58
F 5.80 0.28 1.39
F 6.65 -1.32 0.21
F 4.79 -1.63 1.27
C 0.80 -5.51 -0.63
C 1.48 -4.21 -0.15
C 2.21 -4.49 1.17
C 0.51 -3.04 0.00
H 1.51 -6.34 -0.75
H 0.31 -5.34 -1.59
H 0.04 -5.82 0.09
H 2.24 -3.94 -0.89
H 1.47 -4.74 1.95
H 2.75 -3.60 1.50
H 2.91 -5.33 1.10
H -0.25 -3.33 0.75
H -0.03 -2.91 -0.95
*
```

Summary:
**Highest occupied orbital energy**: -0.0052 hartree
**Kohn-Sham gap**: 3.98 eV
**ΔE to the lowest compared entry with this formula, charge and spin**: 0.895 eV



(6)
A 3-piece molecular cluster, C6H12 overall, computed with wB97M-V/def2-TZVPD.

Geometry as ORCA input:
```
! wB97M-V def2-TZVPD RIJCOSX def2/J DEFGRID3
* xyz 0 1
C -0.39 -1.78 -0.92
C -1.46 -1.07 -0.79
C -0.92 -1.66 0.47
H 0.34 -2.26 -1.56
H -2.25 -0.49 -1.23
H -0.40 -1.03 1.20
H -1.44 -2.50 0.93
C 2.02 0.78 0.48
C 2.23 -0.34 -0.21
H 1.95 1.75 -0.01
H 1.90 0.77 1.56
H 2.29 -1.31 0.28
H 2.34 -0.32 -1.29
C -1.24 1.89 0.22
H -0.42 1.18 0.14
H -2.06 1.44 0.79
H -1.60 2.15 -0.78
H -0.89 2.80 0.73
*
```

Summary:
**SMILES string**: C1=CC1.C=C.C
**Highest occupied orbital energy**: -0.3437 hartree
**Kohn-Sham gap**: 10.56 eV
**ΔE to the lowest compared entry with this formula, charge and spin**: 4.219 eV